(1)
Molecular formula: C28H43F4FeN4S2Si4Te
Method: DFT, ωB97M-V with the def2-TZVPD basis set

Values from the calculation:
* orbital gap (spin up / spin down): 6.0 / 6.1 eV
* ΔE to the lowest compared entry with this formula, charge and spin: 1.141 eV
* multiplicity: 6
* expectation value of S²: 8.77
* electronic energy: -141429.6643 eV
* net charge: -2

Geometry (Å):
Fe1 1.43 1.54 -0.63
C1 0.09 0.98 2.88
N1 1.19 1.71 2.30
C2 1.13 3.10 2.74
C3 2.48 1.12 2.62
C4 3.55 1.55 1.63
N2 3.34 0.93 0.32
C5 4.34 0.18 -0.18
C6 4.12 -0.68 -1.30
F1 2.87 -0.80 -1.79
C7 5.09 -1.44 -1.90
F2 4.73 -2.22 -2.96
C8 6.40 -1.48 -1.47
C9 6.65 -0.69 -0.37
F3 7.91 -0.65 0.14
C10 5.70 0.09 0.26
F4 6.17 0.81 1.32
H1 0.12 1.00 3.99
H2 0.12 -0.06 2.54
H3 -0.85 1.42 2.55
H4 1.26 3.18 3.83
H5 0.17 3.53 2.45
H6 1.91 3.69 2.25
H7 2.39 0.03 2.58
H8 2.78 1.40 3.64
H9 4.51 1.29 2.05
H10 3.52 2.63 1.53
H11 7.16 -2.06 -1.95
S1 -0.61 2.85 -0.39
C11 -0.23 4.54 -0.18
C12 -1.26 5.47 -0.03
C13 -1.01 6.82 0.19
C14 -2.11 7.73 0.33
N3 -3.00 8.45 0.43
C15 0.32 7.27 0.25
C16 1.35 6.36 0.08
C17 1.12 5.00 -0.17
S2 2.44 3.92 -0.42
C18 0.62 8.65 0.51
N4 0.89 9.75 0.72
H12 -2.28 5.12 -0.07
H13 2.37 6.71 0.13
C19 -2.29 -1.93 3.07
Si1 -3.12 -1.92 1.39
C20 -4.39 -3.33 1.45
C21 -4.05 -0.29 1.24
Si2 -1.69 -2.15 -0.44
Te1 0.01 -0.43 -0.70
Si3 -0.62 -4.22 -0.36
C22 0.21 -4.46 1.31
C23 -1.82 -5.66 -0.62
C24 0.71 -4.32 -1.67
Si4 -3.01 -2.06 -2.37
C25 -1.95 -2.57 -3.83
C26 -3.59 -0.30 -2.64
C27 -4.53 -3.18 -2.36
H14 -3.01 -2.23 3.84
H15 -1.91 -0.95 3.33
H16 -1.45 -2.63 3.11
H17 -5.19 -3.08 2.14
H18 -3.91 -4.25 1.80
H19 -4.83 -3.54 0.47
H20 -4.55 -0.04 2.18
H21 -4.81 -0.32 0.45
H22 -3.36 0.52 0.99
H23 -0.51 -4.52 2.12
H24 0.88 -3.62 1.51
H25 0.81 -5.38 1.31
H26 -2.65 -5.62 0.09
H27 -1.31 -6.62 -0.50
H28 -2.25 -5.63 -1.62
H29 1.35 -3.44 -1.60
H30 0.29 -4.35 -2.67
H31 1.33 -5.22 -1.53
H32 -1.00 -2.03 -3.82
H33 -2.46 -2.36 -4.78
H34 -1.72 -3.64 -3.80
H35 -2.75 0.39 -2.54
H36 -4.34 -0.01 -1.91
H37 -4.02 -0.18 -3.64
H38 -4.31 -4.18 -2.00
H39 -4.93 -3.26 -3.38
H40 -5.32 -2.77 -1.72
C28 1.72 1.73 -2.70
H41 1.45 0.84 -3.27
H42 2.80 1.90 -2.77
H43 1.18 2.61 -3.03

---

(2)
Molecular formula: C9H10O3
Method: DFT, ωB97M-V with the def2-TZVPD basis set

Values from the calculation:
* orbital gap: 7.1 eV
* ΔE to the lowest compared entry with this formula, charge and spin: 16.081 eV
* multiplicity: 1
* electronic energy: -15621.9214 eV

Geometry (Å):
C1 -3.69 -0.92 0.32
C2 -1.52 0.27 -0.42
C3 -1.06 1.57 -0.53
C4 0.22 1.96 -0.39
C5 1.09 0.89 -0.28
C6 3.26 0.50 0.72
C7 0.68 -0.47 -0.38
C8 1.62 -1.62 -0.53
C9 -0.75 -0.78 -0.51
H1 -4.75 -1.14 -1.10
H2 -4.56 -0.61 1.74
H3 -2.50 -1.75 0.56
H4 -1.62 2.66 -0.19
H5 0.66 2.95 -0.27
H6 4.15 1.30 0.28
H7 3.59 -0.89 0.45
H8 2.65 0.56 2.03
H9 1.15 -2.68 -0.64
H10 -1.05 -1.74 -0.06
O1 -2.89 0.38 -0.07
O2 2.43 1.13 -0.39
O3 2.88 -1.60 -0.35

---

(3)
Molecular formula: C3H11NO3
Method: DFT, ωB97M-V with the def2-TZVPD basis set

Values from the calculation:
* orbital gap: 10.2 eV
* ΔE to the lowest compared entry with this formula, charge and spin: 2.768 eV
* multiplicity: 1
* electronic energy: -10920.2376 eV

Geometry (Å):
N1 0.86 -0.38 -0.77
C1 0.29 0.44 0.23
C2 -0.87 -0.19 1.13
O1 -0.47 -1.29 1.91
C3 -0.11 1.82 -0.24
O2 1.00 2.29 -0.97
H1 1.77 -0.48 -0.41
H2 0.93 0.29 -1.65
H3 0.96 0.54 1.05
H4 -1.52 0.52 1.74
H5 -1.48 -0.41 0.23
H6 -1.30 -1.72 2.15
H7 -0.87 1.66 -1.00
H8 -0.54 2.45 0.59
H9 1.65 2.63 -0.33
O3 -0.50 -2.89 -1.18
H10 0.34 -3.36 -1.27
H11 -0.15 -1.91 -1.23

---

(4)
Molecular formula: C10H11F2N2S
Method: DFT, ωB97M-V with the def2-TZVPD basis set

Values from the calculation:
* orbital gap: 7.3 eV
* ΔE to the lowest compared entry with this formula, charge and spin: 0.983 eV
* multiplicity: 1
* electronic energy: -29790.1185 eV
* net charge: +1

Geometry (Å):
C1 -1.39 -1.76 -0.50
C2 -2.65 -1.21 -0.71
C3 -0.83 0.16 0.86
C4 -0.45 -1.06 0.34
C5 -2.06 0.75 0.46
C6 -2.86 0.08 -0.36
C7 2.76 0.33 -0.89
C8 1.73 -0.94 1.41
C9 0.80 -1.69 0.59
C10 -2.39 2.19 0.84
N1 2.01 -0.44 -1.50
N2 3.71 1.13 -1.29
F1 -3.93 0.78 -0.76
F2 1.15 -2.80 0.04
S1 2.30 0.70 0.81
H1 -1.27 -2.69 -0.96
H2 -3.24 -1.57 -1.47
H3 -0.19 0.82 1.45
H4 1.30 -0.70 2.43
H5 2.57 -1.57 1.61
H6 -1.49 2.73 0.85
H7 -3.22 2.44 0.18
H8 -2.82 2.32 1.87
H9 2.33 -0.84 -2.34
H10 4.06 1.00 -2.21
H11 4.09 1.87 -0.75

---

(5)
Molecular formula: C30H45O23Pt
Method: DFT, ωB97M-V with the def2-TZVPD basis set

Values from the calculation:
* orbital gap (spin up / spin down): 7.6 / 8.7 eV
* ΔE to the lowest compared entry with this formula, charge and spin: 0.000 eV
* multiplicity: 4
* expectation value of S²: 3.76
* electronic energy: -82174.7844 eV

Geometry (Å):
Pt1 -3.92 -2.38 1.01
C1 -0.19 -0.76 0.00
C2 -1.52 -1.40 0.42
O1 -2.14 -2.14 -0.36
O2 -2.00 -1.22 1.54
H1 0.66 -1.06 0.62
H2 -0.27 0.33 0.05
H3 0.00 -1.03 -1.03
C3 0.19 6.59 -2.95
C4 0.38 5.90 -1.51
C5 -0.54 6.44 -0.38
O3 -1.11 5.23 0.08
C6 -0.68 4.17 -0.60
O4 -0.90 3.00 -0.33
O5 0.04 4.54 -1.68
H4 0.86 7.45 -2.97
H5 -0.84 6.92 -3.03
H6 0.47 5.93 -3.77
H7 1.42 6.05 -1.19
H8 -1.34 7.04 -0.82
H9 -0.01 6.98 0.39
C7 -2.93 -1.02 -4.12
C8 -1.75 -1.85 -3.78
C9 -1.92 -3.35 -3.81
O6 -0.87 -3.73 -4.61
C10 -0.21 -2.65 -5.09
O7 0.76 -2.70 -5.86
O8 -0.75 -1.55 -4.69
H10 -3.64 -0.92 -3.30
H11 -3.34 -1.38 -5.06
H12 -2.56 -0.01 -4.29
H13 -1.42 -1.58 -2.77
H14 -2.94 -3.60 -4.12
H15 -1.81 -3.75 -2.81
C11 1.81 -2.66 2.93
C12 0.60 -3.59 2.93
C13 0.28 -4.23 1.57
O9 0.37 -5.64 1.83
C14 0.68 -5.82 3.05
O10 0.71 -6.91 3.57
O11 0.90 -4.69 3.69
H16 2.14 -2.23 3.88
H17 1.69 -1.86 2.20
H18 2.65 -3.15 2.45
H19 -0.17 -3.02 3.46
H20 0.91 -3.88 0.76
H21 -0.73 -3.96 1.27
C15 0.22 1.29 -3.08
C16 0.60 1.69 -4.53
C17 0.71 3.23 -4.86
O12 2.04 3.20 -5.46
C18 2.64 2.02 -5.40
O13 3.71 1.72 -5.89
O14 1.93 1.11 -4.72
H22 -0.78 1.68 -2.86
H23 0.78 1.73 -2.25
H24 0.33 0.21 -2.97
H25 -0.08 1.25 -5.25
H26 0.65 3.81 -3.95
H27 -0.04 3.49 -5.60
C19 -2.44 -7.45 5.16
C20 -2.99 -6.02 5.29
C21 -2.05 -5.00 5.93
O15 -2.18 -3.89 5.06
C22 -2.88 -4.21 3.98
O16 -3.23 -3.38 3.08
O17 -3.15 -5.48 4.03
H28 -2.98 -8.07 4.45
H29 -2.60 -8.00 6.09
H30 -1.38 -7.38 4.92
H31 -3.90 -6.03 5.88
H32 -1.06 -5.46 5.88
H33 -2.44 -4.81 6.93
C23 -2.37 2.17 2.66
C24 -1.60 1.35 3.75
C25 -0.19 0.92 3.42
O18 0.55 1.17 4.61
C26 -0.14 2.10 5.31
O19 0.35 2.68 6.29
O20 -1.41 2.24 4.79
H34 -3.33 2.56 2.98
H35 -2.51 1.49 1.81
H36 -1.72 2.93 2.22
H37 -2.09 0.52 4.25
H38 0.24 1.39 2.54
H39 -0.11 -0.16 3.24
C27 5.45 3.16 -3.01
C28 4.99 2.94 -1.53
C29 4.07 4.06 -0.96
O21 3.37 3.38 0.01
C30 3.17 2.10 -0.45
O22 2.37 1.21 -0.12
O23 4.03 1.89 -1.49
H40 6.36 3.75 -3.06
H41 4.70 3.74 -3.55
H42 5.53 2.16 -3.43
H43 5.77 2.67 -0.81
H44 3.40 4.64 -1.59
H45 4.69 4.84 -0.51

---

(6)
Molecular formula: C5H8O
Method: DFT, ωB97M-V with the def2-TZVPD basis set

Values from the calculation:
* orbital gap: 8.9 eV
* ΔE to the lowest compared entry with this formula, charge and spin: 6.957 eV
* multiplicity: 1
* electronic energy: -7355.2981 eV

Geometry (Å):
C1 -0.49 1.49 0.19
C2 0.09 0.22 0.12
C3 1.34 -0.39 0.69
C4 1.03 -0.92 -0.66
O1 0.11 -1.95 -0.58
C5 -0.78 -0.83 -0.43
H1 -1.02 1.89 -0.66
H2 -0.06 2.23 0.87
H3 -1.84 0.64 0.68
H4 2.16 0.32 0.76
H5 1.27 -1.12 1.50
H6 1.51 -0.70 -1.61
H7 -2.02 -0.26 0.51
H8 -1.29 -0.61 -1.37

---

(7)
Molecular formula: C5H4N4O2
Method: DFT, ωB97M-V with the def2-TZVPD basis set

Values from the calculation:
* orbital gap (spin up / spin down): 6.4 / 6.4 eV
* ΔE to the lowest compared entry with this formula, charge and spin: 5.937 eV
* multiplicity: 1
* electronic energy: -15299.4004 eV

Geometry (Å):
C1 2.24 -2.02 -0.74
C2 0.64 -1.14 0.85
C3 1.03 -1.29 -0.66
C4 -1.24 1.63 1.79
C5 0.46 -0.71 -1.61
N1 3.23 -2.59 -0.78
N2 -0.11 -0.35 1.45
N3 -0.70 0.65 0.97
N4 -0.35 0.07 -2.34
O1 -1.28 1.71 2.99
O2 -1.79 2.53 0.90
H1 1.21 -1.97 1.42
H2 0.06 0.93 -2.66
H3 -0.98 -0.46 -2.94
H4 -2.44 3.01 1.35

---

(8)
Molecular formula: C30H63IInNO14PS5
Method: DFT, ωB97M-V with the def2-TZVPD basis set

Values from the calculation:
* orbital gap: 6.5 eV
* multiplicity: 1
* electronic energy: -139022.1633 eV
* net charge: -1

Geometry (Å):
C1 4.96 2.17 5.71
C2 4.06 0.80 5.82
O1 4.69 -0.28 6.62
P1 3.39 -1.15 7.47
O2 4.05 -2.45 8.12
C3 2.16 -1.74 6.14
C4 2.83 -2.59 4.90
In1 1.79 -1.90 2.97
I1 1.72 0.90 2.67
C5 2.73 -2.78 1.09
C6 3.68 -1.65 0.34
O3 4.76 -1.20 1.00
N1 3.24 -1.18 -1.04
C7 2.12 -0.18 -0.84
C8 4.40 -0.57 -1.81
O4 2.75 -0.02 8.63
C9 1.36 -0.32 8.99
C10 0.28 0.41 7.97
H1 4.33 3.17 5.79
H2 5.44 2.20 4.62
H3 5.86 2.23 6.46
H4 3.01 1.11 6.25
H5 3.96 0.37 4.72
H6 1.64 -0.79 5.64
H7 1.30 -2.42 6.58
H8 2.58 -3.74 5.00
H9 4.00 -2.42 4.88
H10 0.05 -2.46 3.14
H11 3.36 -3.75 1.27
H12 1.82 -3.02 0.36
H13 1.46 0.01 -1.80
H14 1.39 -0.57 -0.01
H15 2.56 0.86 -0.46
H16 5.42 -1.12 -1.53
H17 4.55 0.55 -1.43
H18 4.30 -0.64 -2.98
H19 1.13 -1.46 9.16
H20 1.18 0.20 10.05
H21 0.88 1.10 7.21
H22 -0.54 1.05 8.51
H23 -0.16 -0.46 7.30
C11 -3.15 1.02 -2.65
C12 -3.96 0.59 -1.43
C13 -3.27 -0.64 -0.84
S1 -1.54 -0.49 -1.25
O5 -1.19 -1.57 -2.15
O6 -0.78 -0.21 -0.05
C14 -1.69 1.01 -2.20
H24 -3.45 2.01 -3.01
H25 -3.29 0.31 -3.47
H26 -3.97 1.40 -0.69
H27 -5.00 0.37 -1.70
H28 -3.38 -0.67 0.25
H29 -3.65 -1.56 -1.28
H30 -0.99 1.00 -3.03
H31 -1.48 1.85 -1.54
C15 0.94 -5.48 -5.67
C16 0.46 -5.00 -4.30
C17 0.49 -3.47 -4.32
S2 0.25 -2.99 -6.03
O7 1.45 -2.35 -6.50
O8 -1.06 -2.38 -6.16
C18 0.19 -4.64 -6.69
H32 0.75 -6.55 -5.81
H33 2.02 -5.32 -5.77
H34 -0.56 -5.35 -4.13
H35 1.09 -5.40 -3.50
H36 -0.30 -3.05 -3.71
H37 1.46 -3.09 -4.00
H38 0.64 -4.66 -7.68
H39 -0.86 -4.94 -6.75
C19 -2.19 5.51 2.44
C20 -3.61 4.95 2.34
C21 -3.88 4.63 0.87
S3 -2.29 4.26 0.14
O9 -1.98 5.29 -0.83
O10 -2.22 2.85 -0.17
C22 -1.32 4.58 1.61
H40 -1.85 5.57 3.47
H41 -2.17 6.52 2.02
H42 -3.68 4.03 2.94
H43 -4.35 5.65 2.73
H44 -4.53 3.76 0.76
H45 -4.30 5.49 0.35
H46 -0.36 5.02 1.34
H47 -1.17 3.62 2.12
C23 -7.26 9.11 4.10
C24 -7.78 9.71 2.79
C25 -7.06 8.99 1.65
S4 -6.65 7.36 2.26
O11 -5.21 7.25 2.33
O12 -7.48 6.38 1.59
C26 -7.28 7.61 3.91
H48 -7.87 9.42 4.96
H49 -6.23 9.45 4.28
H50 -8.86 9.54 2.72
H51 -7.61 10.79 2.74
H52 -7.71 8.90 0.77
H53 -6.13 9.49 1.38
H54 -6.66 7.07 4.63
H55 -8.31 7.22 3.93
C27 5.74 -7.75 -8.57
C28 4.95 -8.92 -7.99
C29 3.73 -8.35 -7.28
S5 3.35 -6.81 -8.11
O13 3.56 -5.72 -7.18
O14 2.11 -6.96 -8.85
C30 4.72 -6.86 -9.25
H56 6.51 -8.09 -9.27
H57 6.24 -7.20 -7.76
H58 4.63 -9.58 -8.81
H59 5.56 -9.52 -7.31
H60 2.87 -9.02 -7.35
H61 3.94 -8.12 -6.23
H62 5.08 -5.84 -9.43
H63 4.36 -7.30 -10.18

---

Number 7 is which compound?
C5H4N4O2

---

The lowest electronic energy belongs to which entry?
C28H43F4FeN4S2Si4Te

---

Among the records above, which one has the highest electronic energy?
C5H8O

---

Look up the multiplicity of the eighth one.
1